A structure of composition C26H31N4OPdS, computed with ωB97M-V with the def2-TZVPD basis set.

Each line ends with the Mulliken spin population.
Atoms and positions in Å:
Pd  0.383  -1.673  -0.957  1.109
N  4.330  -2.461  0.950  0.006
C  3.024  -2.367  0.535  -0.041
S  2.781  -1.831  -1.078  0.157
N  2.158  -2.597  1.437  0.026
N  0.788  -2.559  0.983  0.083
C  -0.129  -2.863  1.830  0.012
C  -1.536  -3.030  1.560  -0.023
C  -2.248  -3.343  2.735  -0.003
C  -3.592  -3.269  2.796  0.011
C  -4.243  -2.815  1.633  -0.006
C  -3.530  -2.652  0.423  0.017
C  -2.130  -2.777  0.335  0.009
O  -1.530  -2.608  -0.784  0.079
H  4.986  -1.952  0.387  0.001
H  4.364  -2.503  1.990  -0.004
H  0.244  -3.205  2.831  0.008
H  -1.724  -3.347  3.644  -0.001
H  -4.087  -3.519  3.727  0.001
H  -5.226  -2.530  1.731  -0.001
H  -4.083  -2.293  -0.416  -0.001
C  2.773  2.758  -3.760  -0.003
C  1.750  1.695  -3.531  -0.047
C  1.661  0.635  -4.508  0.144
C  0.725  -0.404  -4.346  -0.023
C  0.901  -1.646  -5.239  -0.004
C  -0.094  -0.392  -3.237  0.099
C  0.022  0.592  -2.179  -0.038
C  1.059  1.528  -2.334  0.110
N  -0.736  0.325  -1.078  0.318
C  -0.567  1.077  0.169  -0.056
C  -0.895  2.637  0.089  0.019
C  -0.714  3.354  1.412  0.001
C  0.684  3.095  1.949  0.000
C  0.912  1.564  2.143  -0.001
C  -0.061  0.973  3.130  -0.001
C  -1.465  1.231  2.555  -0.001
C  -1.741  2.725  2.383  0.000
C  -1.621  0.575  1.178  0.005
C  0.824  0.836  0.792  0.000
H  3.230  2.563  -4.722  0.000
H  3.589  2.793  -2.943  -0.001
H  2.348  3.765  -3.781  0.000
H  2.161  0.688  -5.469  0.011
H  0.174  -1.710  -6.070  -0.001
H  0.739  -2.599  -4.687  0.000
H  1.857  -1.632  -5.688  -0.001
H  -0.836  -1.208  -3.113  -0.004
H  1.306  2.222  -1.519  0.016
H  -1.952  2.608  -0.093  0.002
H  -0.282  3.110  -0.723  0.000
H  -0.805  4.446  1.303  0.002
H  0.813  3.650  2.914  0.000
H  1.439  3.530  1.288  0.000
H  1.881  1.420  2.546  -0.001
H  0.112  1.323  4.123  0.000
H  -0.002  -0.106  3.077  0.001
H  -2.148  0.700  3.221  0.000
H  -1.744  3.265  3.319  0.000
H  -2.759  2.854  1.938  0.000
H  -2.633  0.818  0.817  -0.001
H  -1.515  -0.499  1.223  0.004
H  0.993  -0.192  1.037  -0.004
H  1.616  1.227  0.122  0.014

LUMO level (spin up / spin down) in Eh: 0.105 / 0.083
Total charge: -1
DFT total energy in Eh: -1829.6991
Orbital gap (spin up / spin down) in eV: 6.7693 / 6.4577
Multiplicity: 3
HOMO level (spin up / spin down) in eV: -3.90 / -4.19